[1]
The following is a quantum chemistry calculation of a 8-piece molecular cluster, H16O8 overall in a non-equilibrium geometry, from the Open Molecules 2025 dataset.

Each line ends with the natural charge from an NBO analysis.
Geometry (Å):
O: -1.915487 -0.341932 -1.337267  -0.964
H: 4.178947 -2.446529 -0.060656  0.466
H: 0.212728 -0.389160 -0.178774  0.468
H: 0.294485 -2.127076 3.296662  0.460
O: 0.206622 -0.629715 -1.112094  -0.932
O: -2.663166 -2.057410 0.552205  -0.951
H: -2.207190 -2.259427 -0.272577  0.477
H: 0.478477 1.207108 0.415684  0.447
O: 2.519802 3.454664 0.685641  -0.935
O: 3.515067 -3.144415 -0.095422  -0.926
O: -0.986294 2.817137 -1.699080  -0.939
H: 2.707562 -2.687160 -0.355890  0.460
H: -1.788420 3.244776 -1.378598  0.471
H: -1.753440 0.572478 -1.595308  0.488
H: -0.503129 3.525158 -2.139817  0.469
H: -1.115054 -2.483999 2.854118  0.480
H: -1.398787 -0.858160 -1.966170  0.479
H: -3.549820 -1.802104 0.273540  0.474
O: -0.259666 1.818249 0.518837  -0.919
H: 1.732597 4.009236 0.643855  0.475
H: 1.134634 -0.786514 -1.319931  0.455
H: -0.919475 1.309401 1.003313  0.473
O: -0.365717 -2.826960 3.353979  -0.940
H: 2.444723 2.882354 -0.086250  0.461

Atoms 1-2, force components in eV/Å:
-2.5 0.4 -0.8
0.0 -0.1 0.0

## Properties
highest occupied orbital energy = -10.54 eV
net charge = 0
ΔE to the lowest compared entry with this formula, charge and spin = 3.906 eV
DFT total energy = -611.43907 Ha

***

[2]
The following is a quantum chemistry calculation of a 8-piece molecular cluster, H16O8 overall, from the Open Molecules 2025 dataset.

Each line ends with the natural charge from an NBO analysis.
Geometry (Å):
H: -0.206046 0.454124 -0.586518  0.478
O: -1.636922 2.583094 -0.787253  -0.927
O: -5.282555 0.225602 -0.131505  -0.932
O: -3.277083 -1.679556 0.346253  -0.935
H: 0.497448 -1.415075 1.459078  0.443
O: 0.651285 -2.327672 1.728317  -0.911
H: -5.945551 0.913143 -0.260786  0.462
H: 2.744388 1.408759 2.700592  0.464
H: 4.220731 0.351838 -2.171562  0.447
H: 1.143171 -2.709484 0.992615  0.468
H: 4.001583 -0.430462 -0.887030  0.480
H: 2.132599 -2.477561 -1.405453  0.482
H: -2.558958 2.861476 -0.823914  0.467
H: 3.210885 -1.704727 -2.147119  0.475
O: 4.223400 0.449173 -1.212652  -0.933
O: 2.791997 -1.785359 -1.282815  -0.952
H: 3.405614 2.774234 2.609497  0.467
O: 3.254816 1.967650 2.103857  -0.930
H: -2.708731 -1.105119 0.871599  0.464
H: -1.436740 2.315134 -1.691197  0.462
H: -3.247648 -1.294524 -0.536852  0.473
O: -0.917499 0.226404 0.022554  -0.922
H: -4.583355 0.664611 0.365869  0.469
H: -0.476821 -0.265698 0.724428  0.442

Atoms 1-2, force components in eV/Å:
0.0 0.1 0.1
-0.2 0.4 -0.3

## Properties
highest occupied orbital energy = -10.76 eV
net charge = 0
ΔE to the lowest compared entry with this formula, charge and spin = 3.527 eV
DFT total energy = -611.45299 Ha

***

[3]
The following is a quantum chemistry calculation of a 8-piece molecular cluster, H16O8 overall, from the Open Molecules 2025 dataset.

Each line ends with the natural charge from an NBO analysis.
Geometry (Å):
O: -1.238443 -1.709772 2.677701  -0.950
H: 1.912080 -2.210380 -2.042715  0.488
O: 2.203106 -3.138095 -2.004108  -0.958
O: 2.480931 1.840204 -1.264169  -0.961
H: -0.549725 -1.506478 2.026914  0.485
O: -0.183546 2.268561 1.307245  -0.956
H: 1.696165 0.378142 -2.057459  0.496
H: -0.193877 3.160109 1.674941  0.489
H: -2.306610 2.147485 3.121318  0.453
H: 0.733032 2.109586 1.066808  0.473
H: 2.968072 -3.181187 -2.585603  0.458
H: 2.707628 2.600669 -0.720384  0.490
O: -0.288209 -0.327229 0.109234  -0.981
H: -2.581640 -1.118425 -0.174015  0.487
H: -4.059045 -1.501826 -0.205267  0.465
O: 1.267308 -0.427587 -2.415638  -0.978
H: 3.221961 1.774727 -1.882198  0.484
H: 0.304274 -0.431757 -0.661981  0.494
H: -0.207775 0.595632 0.388530  0.476
H: -2.026872 1.168972 1.989130  0.479
O: -2.657069 1.363820 2.689790  -0.933
H: 1.182367 -0.242315 -3.357710  0.488
O: -3.382647 -1.038545 -0.709288  -0.953
H: -1.001467 -2.574311 3.028927  0.463

Atoms 1-2, force components in eV/Å:
0.2 -0.1 -0.1
0.1 -0.3 -0.1

## Properties
highest occupied orbital energy = -10.47 eV
net charge = 0
ΔE to the lowest compared entry with this formula, charge and spin = 2.318 eV
DFT total energy = -611.49742 Ha

***

Number 1: HOMO-LUMO gap 10.248 eV. Number 2: HOMO-LUMO gap 10.721 eV. Number 3: HOMO-LUMO gap 9.981 eV.